A:
DFT (ωB97M-V with the def2-TZVPD basis set) results for C51H40Br3N7RhS3 as an isolated structure.

Element x y z (Å)
Rh (1.4398, -1.8089, 0.1513)
Br (7.7000, 0.0586, 1.3476)
C (5.9857, -0.5771, 0.9974)
C (5.6865, -1.1666, -0.2235)
C (4.3936, -1.6008, -0.4482)
N (3.4383, -1.4853, 0.4733)
C (3.7287, -0.9281, 1.6644)
C (4.9907, -0.4599, 1.9634)
C (2.5758, -0.8768, 2.5831)
C (2.6505, -0.5035, 3.9089)
C (1.4875, -0.4678, 4.6673)
Br (1.5551, 0.0598, 6.4508)
C (0.2782, -0.8137, 4.0768)
C (0.2726, -1.2007, 2.7532)
N (1.3988, -1.2416, 2.0288)
H (6.4404, -1.2812, -0.9890)
H (4.1085, -2.0498, -1.3910)
H (5.2087, 0.0011, 2.9157)
H (3.5980, -0.2327, 4.3509)
H (-0.6466, -0.7943, 4.6354)
H (-0.6370, -1.4972, 2.2541)
N (-0.4824, -1.9856, -0.3057)
S (-1.8177, -1.3895, -0.3368)
N (-2.1035, 0.1160, 0.2294)
S (-1.5679, 1.4981, -0.2295)
N (-0.1214, 1.9228, 0.1965)
S (1.2587, 1.3833, -0.4354)
N (1.4528, -0.0566, -0.7210)
C (2.3624, 2.1315, 0.7501)
C (3.5901, 2.6097, 0.3068)
C (4.4905, 3.1112, 1.2362)
C (4.1572, 3.1400, 2.5839)
C (2.9219, 2.6672, 3.0110)
C (2.0150, 2.1563, 2.0950)
C (1.5581, 2.2758, -1.9343)
C (2.2847, 1.6585, -2.9427)
C (2.5212, 2.3611, -4.1145)
C (2.0347, 3.6537, -4.2617)
C (1.3149, 4.2589, -3.2380)
C (1.0742, 3.5716, -2.0598)
C (-2.5710, 2.6391, 0.6502)
C (-2.0758, 3.9135, 0.9027)
C (-2.9064, 4.8291, 1.5273)
C (-4.2005, 4.4686, 1.8827)
C (-4.6744, 3.1884, 1.6263)
C (-3.8596, 2.2576, 1.0025)
C (-1.8194, 1.8227, -1.9514)
C (-2.7149, 2.8091, -2.3451)
C (-2.8830, 3.0462, -3.7022)
C (-2.1678, 2.3077, -4.6331)
C (-1.2765, 1.3232, -4.2205)
C (-1.0952, 1.0708, -2.8729)
C (-2.9324, -2.2809, 0.7275)
C (-2.3963, -3.3834, 1.3769)
C (-3.2088, -4.1298, 2.2200)
C (-4.5395, -3.7797, 2.3894)
C (-5.0689, -2.6832, 1.7178)
C (-4.2669, -1.9255, 0.8821)
C (-2.5772, -1.4382, -1.9428)
C (-1.9716, -2.2275, -2.9067)
C (-2.5380, -2.3003, -4.1713)
C (-3.6920, -1.5855, -4.4570)
C (-4.2817, -0.7852, -3.4846)
C (-3.7264, -0.7045, -2.2193)
H (3.8426, 2.6048, -0.7452)
H (5.4422, 3.5018, 0.9018)
H (4.8524, 3.5555, 3.3017)
H (2.6555, 2.7208, 4.0594)
H (1.0338, 1.8238, 2.4117)
H (2.6372, 0.6450, -2.8116)
H (3.0851, 1.8994, -4.9136)
H (2.2216, 4.1967, -5.1786)
H (0.9442, 5.2678, -3.3571)
H (0.5202, 4.0358, -1.2552)
H (-1.0635, 4.1774, 0.6332)
H (-2.5414, 5.8245, 1.7394)
H (-4.8431, 5.1900, 2.3693)
H (-5.6789, 2.9124, 1.9160)
H (-4.2072, 1.2523, 0.8133)
H (-3.2718, 3.3859, -1.6201)
H (-3.5748, 3.8111, -4.0273)
H (-2.3053, 2.4990, -5.6891)
H (-0.7235, 0.7484, -4.9514)
H (-0.4033, 0.3036, -2.5464)
H (-1.3673, -3.6637, 1.1925)
H (-2.8060, -4.9944, 2.7303)
H (-5.1739, -4.3682, 3.0383)
H (-6.1110, -2.4230, 1.8436)
H (-4.6855, -1.0770, 0.3597)
H (-1.0591, -2.7541, -2.6705)
H (-2.0774, -2.9161, -4.9321)
H (-4.1348, -1.6475, -5.4421)
H (-5.1757, -0.2209, -3.7138)
H (-4.1727, -0.0588, -1.4756)
Br (0.1086, -4.9349, -1.3266)
C (0.9910, -4.9942, 0.3298)
C (1.0646, -6.2437, 0.9331)
C (1.8318, -6.4002, 2.0688)
C (2.5199, -5.2963, 2.5544)
C (2.3679, -4.0925, 1.9091)
N (1.5937, -3.9048, 0.8180)
H (0.5440, -7.0759, 0.4828)
H (1.9124, -7.3671, 2.5469)
H (3.1637, -5.3619, 3.4195)
H (2.8903, -3.2298, 2.2852)

Lowest unoccupied orbital energy   -8.3 eV
Net charge   +3
HOMO energy   -15.91 eV
Kohn-Sham gap   7.63 eV

=====

B:
DFT (ωB97M-V with the def2-TZVPD basis set) results for C51H40Br3N7RhS3 as an isolated structure.

Element x y z (Å)
Rh (-0.6039, 0.6750, -2.0519)
Br (-5.7174, -2.6570, -4.7129)
C (-4.2573, -1.7232, -4.0334)
C (-2.9636, -2.0596, -4.4122)
C (-1.9121, -1.3410, -3.8776)
N (-2.1023, -0.3337, -3.0267)
C (-3.3516, -0.0030, -2.6549)
C (-4.4554, -0.6769, -3.1367)
C (-3.3988, 1.1190, -1.7034)
C (-4.5567, 1.6967, -1.2253)
C (-4.4694, 2.7007, -0.2691)
Br (-6.0172, 3.4830, 0.4053)
C (-3.2175, 3.0916, 0.1911)
C (-2.0972, 2.4867, -0.3369)
N (-2.1878, 1.5383, -1.2780)
H (-2.7756, -2.8643, -5.1084)
H (-0.8859, -1.5686, -4.1367)
H (-5.4560, -0.4094, -2.8302)
H (-5.5226, 1.3657, -1.5775)
H (-3.1078, 3.8556, 0.9476)
H (-1.1023, 2.7471, -0.0108)
N (0.9580, 1.3828, -1.0344)
S (1.7139, 1.5594, 0.2062)
N (1.2168, 0.9505, 1.6384)
S (0.8928, -0.4961, 2.0843)
N (-0.4976, -1.1034, 1.6917)
S (-0.9097, -1.6695, 0.2442)
N (-0.5342, -0.9749, -1.0092)
C (-2.6558, -1.8462, 0.5547)
C (-3.2978, -3.0586, 0.3549)
C (-4.6703, -3.1318, 0.5646)
C (-5.3754, -2.0129, 0.9790)
C (-4.7133, -0.8075, 1.1941)
C (-3.3486, -0.7182, 0.9829)
C (-0.2962, -3.3275, 0.1289)
C (-0.0963, -3.8715, -1.1316)
C (0.3768, -5.1706, -1.2310)
C (0.6396, -5.9050, -0.0816)
C (0.4238, -5.3498, 1.1740)
C (-0.0520, -4.0535, 1.2878)
C (0.7727, -0.3709, 3.8326)
C (0.0031, -1.2993, 4.5237)
C (-0.0251, -1.2296, 5.9067)
C (0.7049, -0.2514, 6.5711)
C (1.4618, 0.6719, 5.8611)
C (1.5039, 0.6190, 4.4773)
C (2.1933, -1.6438, 1.7299)
C (2.9182, -2.2182, 2.7649)
C (3.9351, -3.1081, 2.4459)
C (4.2097, -3.4070, 1.1197)
C (3.4723, -2.8211, 0.0956)
C (2.4556, -1.9327, 0.3929)
C (1.8018, 3.2633, 0.7272)
C (1.0232, 4.1771, 0.0380)
C (1.0339, 5.5101, 0.4276)
C (1.8297, 5.9143, 1.4880)
C (2.6242, 4.9905, 2.1588)
C (2.6143, 3.6584, 1.7839)
C (3.4078, 1.0416, 0.0260)
C (3.8810, 0.8801, -1.2674)
C (5.1965, 0.4818, -1.4572)
C (6.0181, 0.2500, -0.3635)
C (5.5297, 0.4107, 0.9283)
C (4.2197, 0.8085, 1.1313)
H (-2.7523, -3.9378, 0.0405)
H (-5.1813, -4.0736, 0.4178)
H (-6.4400, -2.0831, 1.1578)
H (-5.2617, 0.0534, 1.5556)
H (-2.8168, 0.1984, 1.2071)
H (-0.2933, -3.2777, -2.0130)
H (0.5413, -5.6114, -2.2048)
H (1.0100, -6.9181, -0.1642)
H (0.6230, -5.9279, 2.0661)
H (-0.2272, -3.6189, 2.2618)
H (-0.5786, -2.0408, 3.9956)
H (-0.6225, -1.9359, 6.4663)
H (0.6763, -0.2035, 7.6513)
H (2.0153, 1.4389, 6.3849)
H (2.0697, 1.3444, 3.9104)
H (2.7056, -1.9834, 3.7987)
H (4.5108, -3.5658, 3.2388)
H (5.0047, -4.1006, 0.8800)
H (3.6944, -3.0552, -0.9370)
H (1.8811, -1.4721, -0.4026)
H (0.4553, 3.8586, -0.8258)
H (0.4363, 6.2333, -0.1107)
H (1.8457, 6.9538, 1.7863)
H (3.2597, 5.3117, 2.9727)
H (3.2440, 2.9519, 2.3052)
H (3.2242, 1.0533, -2.1076)
H (5.5794, 0.3574, -2.4611)
H (7.0445, -0.0564, -0.5155)
H (6.1713, 0.2244, 1.7791)
H (3.8377, 0.9081, 2.1378)
Br (2.1149, 3.1505, -3.3132)
C (0.3813, 3.1737, -4.0384)
C (0.1930, 4.1363, -5.0246)
C (-0.9979, 4.1837, -5.7152)
C (-1.9647, 3.2425, -5.3974)
C (-1.6997, 2.3347, -4.4005)
N (-0.5500, 2.2738, -3.6861)
H (0.9990, 4.8201, -5.2448)
H (-1.1591, 4.9221, -6.4888)
H (-2.9157, 3.2059, -5.9089)
H (-2.4597, 1.6173, -4.1553)

Lowest unoccupied orbital energy   -8.3 eV
Net charge   +3
HOMO energy   -15.89 eV
Kohn-Sham gap   7.56 eV

=====

Relative energies, unit kJ/mol: A 0.0; B 42.0

=====

A:
DFT (ωB97M-V with the def2-TZVPD basis set) results for an isolated ion of composition C8H9N2O and charge +1.

Element x y z (Å)
C (-2.5511, 1.2033, -0.1989)
C (-1.8705, 0.0586, -0.1009)
C (-2.1559, -1.0682, 0.6958)
N (-2.3077, -1.9322, 1.4396)
C (-0.4675, 0.0470, -0.7918)
N (0.6195, -0.3930, 0.0636)
C (1.3622, 0.5800, 0.6629)
C (1.0137, -1.6209, 0.0526)
C (0.3689, -2.7810, -0.4987)
C (-0.7083, -2.8763, -1.2795)
O (-1.4643, -3.1818, -2.0946)
H (-2.2211, 2.0705, -0.6536)
H (-3.6097, 1.3299, 0.0409)
H (-0.4027, -0.6910, -1.6014)
H (-0.4593, 1.1697, -1.1174)
H (1.4908, 0.4541, 1.6800)
H (2.4011, 0.5317, 0.3035)
H (1.0568, 1.5970, 0.4108)
H (1.8678, -1.6971, 0.6987)
H (0.8163, -3.7577, -0.5258)

Lowest unoccupied orbital energy   -4.9 eV
Net charge   +1
HOMO energy   -14.19 eV
Structure (SMILES)   C=C(C#N)C/[N+](C)=C\C=C=O
Kohn-Sham gap   9.31 eV

=====

B:
DFT (ωB97M-V with the def2-TZVPD basis set) results for C8H9N2O as an isolated structure.

Element x y z (Å)
C (0.0456, 2.0260, -0.1311)
C (-1.2662, 1.8187, 0.2161)
C (-3.2711, 0.0100, 0.3017)
C (-3.1327, -1.3244, 0.0748)
C (1.0666, 1.0600, -0.3240)
C (-1.8974, 0.5821, 0.1061)
C (-1.1222, -0.5293, -0.0946)
C (2.6817, -1.0263, 0.5445)
N (-1.8207, -1.6306, -0.2655)
N (0.6866, -0.2120, -0.3700)
O (1.4648, -1.3255, -0.2098)
H (0.4242, 3.1268, -0.0142)
H (-1.9464, 2.6617, 0.1167)
H (-4.2093, 0.4895, 0.5004)
H (-4.0247, -2.0021, -0.0027)
H (2.0480, 1.5116, -0.4192)
H (3.5730, -0.8145, -0.1204)
H (2.8988, -1.9933, 0.8613)
H (2.5473, -0.2712, 1.1815)
H (-1.4097, -2.6360, -0.2500)

Lowest unoccupied orbital energy   -4.7 eV
Net charge   +1
HOMO energy   -13.04 eV
Kohn-Sham gap   8.35 eV

=====

Relative energies, unit kJ/mol: A 0.0; B 178.2